Version one
Molecular formula: C6H4O2
Method: DFT, ωB97M-V with the def2-TZVPD basis set

Values from the calculation:
Orbital gap in Eh: 0.3508

Structure (ORCA input):
```
! wB97M-V def2-TZVPD RIJCOSX def2/J DEFGRID3
* xyz 0 1
O 2.558 -1.137 -0.266
C 1.506 -0.499 -0.134
C 1.212 1.133 0.096
C -0.266 0.598 -0.220
C -1.649 0.630 -0.220
O -2.086 -0.756 -0.127
C -0.918 -1.570 0.041
C 0.062 -0.752 0.030
H 1.710 2.221 -0.487
H 1.406 1.320 1.242
H -2.456 1.471 -0.292
H -1.080 -2.660 0.338
*
```

=====

Version two
Molecular formula: C6H4O2
Method: DFT, ωB97M-V with the def2-TZVPD basis set

Values from the calculation:
Orbital gap in Eh: 0.3565

Structure (ORCA input):
```
! wB97M-V def2-TZVPD RIJCOSX def2/J DEFGRID3
* xyz 0 1
C -2.855 -3.083 -0.588
C -1.823 -2.492 -0.832
C -0.743 -1.606 -0.683
C 0.140 -0.760 -0.687
C 1.105 0.171 -0.311
O 2.310 0.002 -0.356
O 0.586 1.345 -0.013
C 1.145 2.347 0.821
H -3.702 -3.648 -0.453
H 2.289 2.325 0.622
H 0.642 3.241 0.584
H 0.906 2.156 1.896
*
```

=====

Of them, the most stable is version two and the least stable is version one.

=====

Version one
Molecular formula: C17H20N2O5S
Method: DFT, ωB97M-V with the def2-TZVPD basis set

Values from the calculation:
Orbital gap in Eh: 0.3424

Structure (ORCA input):
```
! wB97M-V def2-TZVPD RIJCOSX def2/J DEFGRID3
* xyz 0 1
C -3.215 2.218 -2.434
C -2.764 1.501 -1.203
C -3.602 0.546 -0.620
C -3.230 -0.146 0.511
C -1.994 0.088 1.115
C -1.655 -0.703 2.339
O -2.510 -1.232 3.021
N -0.335 -0.784 2.622
C 0.172 -1.575 3.726
C 0.922 -2.770 3.235
C 0.597 -4.093 3.190
C 1.694 -4.750 2.579
C 2.599 -3.778 2.294
O 2.143 -2.575 2.684
C -1.163 1.050 0.559
C -1.545 1.735 -0.582
S -0.245 2.853 -1.124
O 0.220 3.587 0.014
O -0.579 3.596 -2.308
N 0.943 1.697 -1.475
C 0.649 0.965 -2.691
C 1.695 -0.141 -2.852
O 3.000 0.384 -2.873
C 3.276 1.115 -1.700
C 2.281 2.261 -1.521
H -3.449 1.500 -3.219
H -2.456 2.906 -2.788
H -4.124 2.777 -2.218
H -4.562 0.354 -1.076
H -3.885 -0.879 0.958
H 0.344 -0.408 1.980
H 0.827 -0.950 4.343
H -0.693 -1.896 4.309
H -0.307 -4.539 3.549
H 1.789 -5.798 2.384
H 3.567 -3.809 1.834
H -0.218 1.330 0.996
H -0.350 0.536 -2.598
H 0.673 1.637 -3.560
H 1.561 -0.663 -3.800
H 1.591 -0.854 -2.020
H 4.291 1.499 -1.811
H 3.226 0.449 -0.825
H 2.446 2.793 -0.584
H 2.375 2.966 -2.359
*
```

=====

Version two
Molecular formula: C17H20N2O5S
Method: DFT, ωB97M-V with the def2-TZVPD basis set

Values from the calculation:
Orbital gap in Eh: 0.3165

Structure (ORCA input):
```
! wB97M-V def2-TZVPD RIJCOSX def2/J DEFGRID3
* xyz 0 1
C -8.542 -0.412 -0.325
O -7.625 0.646 -0.192
C -6.293 0.363 -0.232
C -5.431 1.452 -0.101
C -4.064 1.287 -0.125
C -3.520 0.013 -0.284
N -2.141 -0.233 -0.307
C -1.112 0.659 -0.249
O -1.233 1.863 -0.185
C 0.222 0.006 -0.270
C 1.384 0.582 -0.857
C 2.398 -0.292 -0.620
S 4.134 -0.268 -1.031
O 4.350 0.883 -1.859
O 4.507 -1.553 -1.534
N 4.768 -0.096 0.516
C 4.787 1.293 0.937
C 6.140 1.865 0.475
C 7.000 0.627 0.162
C 6.141 -0.556 0.628
O 1.955 -1.351 0.086
C 0.636 -1.178 0.299
C -0.073 -2.214 1.098
C -4.378 -1.073 -0.414
C -5.751 -0.908 -0.389
H -8.435 -1.142 0.484
H -8.434 -0.920 -1.289
H -9.529 0.044 -0.268
H -5.862 2.433 0.020
H -3.410 2.136 -0.027
H -1.894 -1.203 -0.438
H 1.439 1.509 -1.388
H 4.695 1.315 2.027
H 3.936 1.810 0.495
H 6.001 2.468 -0.419
H 6.585 2.485 1.252
H 7.963 0.650 0.669
H 7.171 0.551 -0.911
H 6.260 -1.450 0.019
H 6.329 -0.799 1.677
H -0.468 -3.002 0.455
H 0.634 -2.674 1.785
H -0.890 -1.771 1.662
H -3.969 -2.067 -0.538
H -6.381 -1.777 -0.495
*
```

=====

Of them, the most stable is version one and the least stable is version two.